(1)
Density functional theory data (the ωB97M-V functional and the def2-TZVPD basis) for one molecule with the formula C3H7NO in a non-equilibrium geometry.

CARTESIAN COORDINATES (ANGSTROEM)
H: 2.479467 -0.115304 -0.129304
N: -0.755775 0.732901 0.135946
H: 1.193862 -1.297191 -0.060025
H: -1.546100 -1.213257 0.714836
C: 1.459253 -0.285887 0.228537
H: -1.260152 1.612052 0.127686
H: 1.570453 -0.276630 1.319145
H: -0.890435 -1.017527 -0.916399
C: 0.583697 0.918226 -0.132000
H: -2.478024 -0.360835 -0.402774
C: -1.429210 -0.521149 -0.121509
O: 1.072964 1.824601 -0.764141

Force components x, y, z for each atom (eV/Å):
-0.312 0.141 -0.227
0.183 1.437 0.709
-0.601 0.117 -0.159
0.584 0.153 0.348
1.146 0.589 0.910
-0.256 -0.443 -0.373
-0.216 -0.211 0.014
-0.263 -0.360 -0.280
0.385 -2.634 -1.521
0.421 0.318 -0.361
-0.646 -0.154 0.149
-0.425 1.046 0.790

Values from the calculation:
HOMO energy, eV: -9.5664
Energy above the lowest of the compared OMol25 structures with the same formula, charge and spin, kJ/mol: 82.84
SMILES string: CNC(C)=O
Charge: 0


(2)
Density functional theory data (the ωB97M-V functional and the def2-TZVPD basis) for a 2-piece molecular cluster, C8H21BN2O4PS overall in a non-equilibrium geometry.

CARTESIAN COORDINATES (ANGSTROEM)
H: 1.945465 -0.345092 1.619009
H: -3.696162 -0.046415 -3.318363
O: 0.372545 1.697414 0.026256
H: 5.500267 -1.030113 0.143441
N: 2.014773 -0.249451 2.628216
H: 5.452042 1.151334 -0.324639
H: 1.485443 1.873805 3.762156
H: -1.877181 -0.652707 0.499289
H: -2.940839 -2.313709 -3.437329
O: -3.795052 -2.135095 0.346825
C: -4.280053 -2.971727 -1.879805
H: -0.309843 -1.019653 1.167383
C: -3.994898 -2.211442 -3.176240
H: -1.625282 1.553268 0.621536
H: -3.648617 -3.846162 -1.758863
H: 5.157063 1.397887 1.358546
C: -0.829927 -0.397174 0.457506
O: -3.939602 -0.698441 -1.369076
C: 4.741880 0.957234 0.459776
H: -4.584088 -2.543230 -4.027557
H: 3.489941 2.125622 -0.755921
C: -4.288219 -0.773040 -2.768371
H: 3.668518 1.247211 3.747376
B: 0.904160 2.711712 0.690549
H: -0.603124 3.826673 0.964693
C: 4.632153 -0.571509 0.589166
H: -0.443903 -0.614108 -0.526093
C: -3.968359 -1.935389 -0.819238
H: 4.528800 -0.870329 1.617759
N: 3.443945 1.572644 0.090884
S: 2.721558 2.496923 1.300474
H: -5.343894 -0.517976 -2.872166
H: 3.758016 -0.871394 0.036462
P: 2.465706 1.185026 3.017835
O: 0.371680 3.877090 0.973678
H: -5.329574 -3.253867 -1.790170
H: -0.467490 1.147006 1.882581
C: -0.687851 1.047174 0.822435

Force components x, y, z for each atom (eV/Å):
-0.145 -0.573 0.050
0.037 0.084 0.128
-0.061 -0.795 0.424
0.274 -0.251 0.012
0.383 0.957 -0.267
0.122 0.456 -0.404
0.466 0.663 -0.052
-0.306 -0.263 -0.038
0.006 0.014 -0.020
0.215 0.318 0.128
0.265 0.342 -0.456
0.228 -0.305 0.198
-0.042 -0.103 0.082
-0.073 0.375 -0.146
-0.129 -0.091 0.186
0.047 0.278 0.237
0.117 -0.195 0.263
0.107 0.054 -0.052
0.036 -0.783 -0.079
-0.055 0.049 0.011
-0.090 0.150 0.040
-0.030 -0.056 -0.167
-0.014 0.604 -0.103
0.041 -0.791 -0.777
0.342 0.421 -0.303
-0.069 0.839 -0.006
0.008 0.111 -0.409
-0.346 -0.502 0.036
-0.049 -0.310 0.295
-0.131 -0.655 0.474
1.039 1.966 0.016
-0.014 -0.018 0.033
-0.273 -0.370 -0.202
-1.039 -2.409 -0.060
-0.584 0.823 1.132
0.008 -0.061 0.067
0.144 0.084 0.198
-0.436 -0.055 -0.466

Values from the calculation:
HOMO energy, eV: -12.3306
Charge: +1


(3)
Density functional theory data (the ωB97M-V functional and the def2-TZVPD basis) for one molecule with the formula C10H18O in a non-equilibrium geometry.

CARTESIAN COORDINATES (ANGSTROEM)
C: -0.962159 0.353265 -0.272070
H: -0.057670 -1.327359 1.846668
H: 0.045066 3.514476 0.341531
O: -1.532355 -0.248276 0.852786
C: -0.931448 -1.504856 1.251197
H: -1.626962 -2.048977 1.861680
C: -0.442697 -2.972123 -2.362405
H: 2.577723 2.545295 0.256349
H: -2.132010 -0.474858 -1.854418
C: -0.726765 -2.059371 -1.274568
C: -1.091308 -0.591452 -1.510334
H: -1.478857 1.236531 -0.538336
H: 0.300059 -2.518895 -3.005438
H: -0.461475 -0.408300 -2.321877
H: -0.377007 -3.519017 0.333004
C: 0.843420 1.629471 1.113579
H: -1.364206 -3.029470 -2.974933
H: 2.983963 1.154515 1.255763
C: 0.012984 2.947217 1.283145
H: -0.022580 -3.866496 -1.902124
H: 0.601242 1.117446 1.983442
C: 0.498727 0.659901 -0.056854
C: 2.319564 2.000678 1.134000
C: -0.654867 -2.450351 0.033468
H: -1.024407 2.810858 1.466764
H: 0.803686 1.109899 -0.956199
H: 2.297189 2.600488 1.945728
H: 0.399276 3.604159 2.093345
H: 1.203873 -0.264399 -0.022894

Force components x, y, z for each atom (eV/Å):
2.002 -2.637 -0.945
0.786 0.122 0.204
0.179 0.155 0.177
-0.680 -0.825 0.983
-0.490 -0.226 -2.630
-0.640 0.175 0.456
-0.294 0.249 -0.764
0.332 0.529 -0.719
0.236 -0.386 -0.153
-0.694 1.033 4.806
-1.378 -1.185 0.974
-0.780 1.030 0.301
0.394 -0.011 -0.346
1.040 1.524 -1.372
-0.329 1.543 -0.558
-0.568 0.398 -1.370
0.496 -0.816 0.157
0.113 -0.172 0.065
1.027 0.153 -1.233
-0.462 -0.400 -0.675
-0.107 -1.293 1.870
1.226 -0.102 1.055
-1.166 -2.020 -1.503
0.394 -0.037 -0.172
-0.940 -0.546 0.313
0.590 0.956 -1.410
1.200 2.148 2.669
-0.021 -0.585 -0.504
-1.465 1.226 0.327

Values from the calculation:
HOMO energy, eV: -8.7993
Energy above the lowest of the compared OMol25 structures with the same formula, charge and spin, kJ/mol: 160.54
SMILES string: CC1=CCO[C@@H](CC(C)C)C1
Charge: 0


(4)
Density functional theory data (the ωB97M-V functional and the def2-TZVPD basis) for a 2-piece molecular cluster, C4H10NO overall in a non-equilibrium geometry.

CARTESIAN COORDINATES (ANGSTROEM)
H: -2.883856 -0.113011 0.489770
H: 0.223147 -0.486156 -0.626693
H: -0.715856 -1.166902 0.842390
H: 2.253300 0.354454 -0.371550
C: 2.759222 -0.344694 -1.001368
H: 3.750386 -0.519179 -0.616737
H: 2.135593 -1.226448 -0.999926
H: -2.230790 0.975176 -0.807340
C: -2.149468 0.003856 -0.298974
C: -0.161508 0.848029 0.987179
N: -1.726275 -1.044001 -1.081154
C: -0.603849 -0.391751 0.081677
H: -0.816459 0.893360 1.868634
O: 1.131678 0.802852 1.349913
H: -0.374105 1.760996 0.364061
H: 2.806302 -0.054452 -2.077791

Force components x, y, z for each atom (eV/Å):
0.141 -0.378 0.296
-0.455 0.185 0.121
0.624 -0.348 -0.552
-0.083 0.805 0.187
-0.220 -0.089 -1.542
0.232 -0.290 0.081
0.213 -0.714 0.200
0.133 -0.177 0.078
1.934 -0.142 -1.331
2.820 4.263 2.009
-1.584 -0.070 -0.192
-1.036 -1.371 0.653
-0.387 -0.436 -0.148
-2.404 -0.841 -0.830
-0.017 -0.576 0.101
0.088 0.180 0.868

Values from the calculation:
<S²>: 1.105
HOMO energy (spin up / spin down), eV: -8.3127 / -9.0240
2S+1: 2
Energy above the lowest of the compared OMol25 structures with the same formula, charge and spin, kJ/mol: 514.95
Charge: 0


(5)
Density functional theory data (the ωB97M-V functional and the def2-TZVPD basis) for one molecule with the formula C3H2N2O2.

CARTESIAN COORDINATES (ANGSTROEM)
O: 1.244298 -1.395080 -0.848960
N: -1.398223 -0.548192 -0.481281
H: 2.512149 -0.098314 0.084335
C: -0.740317 0.335765 0.097746
O: 0.616543 0.480249 0.303311
N: -1.512980 1.114408 1.459647
C: 1.504228 -0.421060 -0.202195
H: -0.805514 -1.264538 -0.900635
C: -1.420181 1.796765 0.488031

Force components x, y, z for each atom (eV/Å):
0.118 0.525 0.361
0.199 0.341 0.260
-0.089 -0.024 -0.012
0.070 -0.799 -0.329
-0.094 0.005 -0.044
-0.050 0.447 -0.377
-0.029 -0.468 -0.336
0.003 0.114 -0.028
-0.128 -0.140 0.505

Values from the calculation:
HOMO energy, eV: -11.3411
Energy above the lowest of the compared OMol25 structures with the same formula, charge and spin, kJ/mol: 298.21
Charge: 0


(6)
Density functional theory data (the ωB97M-V functional and the def2-TZVPD basis) for C4H16BF2N3O6P2Pd as an isolated structure in a non-equilibrium geometry.

CARTESIAN COORDINATES (ANGSTROEM)
H: 0.363631 0.560374 4.145191
H: -2.030169 2.072574 -0.308609
C: -1.391369 3.190474 -1.936109
H: -1.503669 -2.276826 2.397791
P: 0.472931 -0.051026 2.049391
O: -1.218369 -0.658226 -0.665709
C: -1.540069 2.028474 -2.917209
H: -0.533369 -3.687226 2.005291
H: -0.101469 -2.653526 3.394391
O: 1.919331 0.399774 1.717691
O: 1.045031 -1.578626 -1.082809
H: -1.463869 -3.426926 -1.121509
H: -2.361369 1.375774 -2.599009
H: 2.020331 -2.279526 0.336091
F: 3.263031 -0.048426 -0.126709
N: -0.307469 1.240674 -2.927409
F: 2.791931 2.152774 0.346291
O: -0.844869 -3.204226 -0.424309
H: -0.507969 3.795974 -2.172109
O: -0.553169 0.848074 1.444691
C: 0.362931 -1.809826 1.463491
Pd: 0.430431 0.831274 -0.690209
B: 2.334031 0.864774 0.306291
H: 0.469131 1.760674 -3.349309
N: 1.753031 -2.345226 1.355791
N: -1.233369 2.647774 -0.598209
H: 1.814631 -3.318526 1.684191
C: -0.485969 -2.663026 2.374391
H: -0.427369 0.362274 -3.433009
H: 2.429631 -1.764126 1.876991
H: -2.277469 3.840674 -2.007409
H: -1.052969 3.363874 0.105591
H: -1.771469 2.415874 -3.919709
O: 0.376631 -0.226226 3.592291
P: -0.240869 -1.760626 -0.316509

Force components x, y, z for each atom (eV/Å):
0.023 0.354 0.315
0.261 0.102 0.098
-0.062 -0.017 -0.834
-0.070 -0.008 0.047
0.898 -0.347 0.776
-0.320 0.845 -0.041
-0.448 0.586 0.406
-0.004 0.009 0.004
-0.023 -0.028 -0.033
-0.417 0.003 -0.419
-0.058 0.134 0.087
-0.274 -0.127 -0.418
0.130 0.079 -0.144
0.127 -0.015 0.470
-0.672 0.250 -0.131
0.134 0.047 0.310
-0.795 -0.473 -0.228
0.025 0.416 0.424
-0.192 -0.053 -0.002
-0.532 0.385 -0.748
-0.708 0.761 -0.301
-3.087 0.717 -1.468
3.850 0.106 1.663
0.006 -0.173 0.234
0.862 -0.135 -0.243
0.189 -0.633 0.180
-0.008 0.245 -0.125
-0.265 -0.223 0.332
0.174 -0.104 0.266
-0.059 -0.274 -0.173
0.203 -0.101 0.109
0.179 -0.270 0.033
0.104 -0.173 0.113
-0.131 -0.300 -0.271
0.960 -1.587 -0.287

Values from the calculation:
<S²>: 6.020
HOMO energy (spin up / spin down), eV: -14.7247 / -17.6129
2S+1: 5
Charge: +2